The following is a DFT calculation (wB97M-V/def2-TZVPD) of CHCl3FOP as an isolated structure at a distorted geometry.

Structure (XYZ):
```
8
Properties=species:S:1:pos:R:3
C -0.59 0.60 0.40
O -0.96 -3.43 0.15
F -1.65 -0.68 -1.81
P -1.71 -0.73 -0.14
Cl -1.20 2.24 0.00
Cl -0.62 0.32 2.15
Cl -3.54 0.07 -0.04
H 0.51 0.36 -0.10
```

Properties
Relative energy (zero: lowest compared OMol25 entry of this formula, charge and spin): 748.9 kJ/mol
Charge: 0
Multiplicity: 1
E_tot: -1935.54417 Ha
LUMO: -3.229 eV
Highest occupied orbital energy: -10.96 eV